43
Properties=species:S:1:pos:R:3:mulliken_spin:R:1 method="wB97M-V/def2-TZVPD" gap_ha="0.282 / 0.212" multiplicity=2 homo_energy_ev="-12.48 / -12.72" relative_energy_kcal_mol=7.0 s_squared=0.78 lumo_ev="-4.81 / -6.96" charge=+1
Ga 0.265 -0.490 -0.291 -0.008
I -2.000 3.476 1.931 0.082
C 0.023 3.207 1.524 0.125
C 0.986 4.174 1.797 -0.093
C 2.320 3.972 1.494 0.237
I 3.684 5.511 1.907 0.073
C 2.758 2.747 0.894 -0.007
C 4.063 2.443 0.464 0.037
C 4.313 1.238 -0.156 0.007
C 3.279 0.314 -0.331 -0.010
N 2.055 0.581 0.079 0.018
C 1.781 1.762 0.645 0.157
C 0.378 1.985 0.906 0.146
O -0.464 1.115 0.548 0.239
H 0.675 5.107 2.243 0.002
H 4.859 3.162 0.594 0.006
H 5.297 1.006 -0.533 0.000
H 3.429 -0.639 -0.821 -0.004
O -0.072 -7.747 1.371 0.000
N -0.739 -7.020 2.057 0.000
O -1.468 -7.337 2.957 0.000
C -0.638 -5.581 1.777 0.000
C -1.383 -4.686 2.548 0.000
C -1.287 -3.334 2.307 0.000
C -0.473 -2.805 1.262 0.001
O -0.510 -1.544 0.999 -0.004
C 0.328 -3.754 0.551 0.000
C 0.214 -5.130 0.796 0.000
N 1.271 -3.342 -0.398 0.000
O 1.512 -2.099 -0.534 0.000
O 1.901 -4.136 -1.023 0.000
N -2.031 -2.428 3.190 0.000
O -2.857 -2.946 3.893 0.000
O -1.730 -1.262 3.179 -0.001
H -2.034 -5.049 3.337 0.000
H 0.803 -5.844 0.231 0.000
F -1.545 -0.327 -1.321 -0.001
Sb -0.943 -0.784 -3.217 -0.001
F -2.597 -1.522 -3.678 0.000
F -0.474 -2.389 -2.248 0.000
F 0.207 -1.166 -4.651 0.000
F 0.725 -0.043 -2.189 0.000
F -1.263 0.997 -3.736 0.000



8
Properties=species:S:1:pos:R:3:mulliken_charge:R:1 method="wB97M-V/def2-TZVPD" gap_ha=0.426 homo_energy_ev=-10.82 relative_energy_kcal_mol=1.3 smiles="NNC(=O)F" lumo_ev=0.77
C -1.996 0.200 -0.043 0.552
N 0.508 0.112 0.057 -0.571
N -0.795 -0.409 -0.146 -0.008
O -2.357 1.328 0.093 -0.488
F -3.021 -0.774 -0.044 -0.251
H 0.776 0.430 -0.879 0.253
H 0.677 0.821 0.733 0.253
H -0.982 -1.379 0.015 0.259



105
Properties=species:S:1:pos:R:3:mulliken_charge:R:1 method="wB97M-V/def2-TZVPD" gap_ha=0.263 homo_energy_ev=-7.92 relative_energy_kcal_mol=0.0 lumo_ev=-0.78
O -0.592 -1.698 -2.926 -0.654
O 0.517 -0.794 -0.454 -0.498
O -1.222 0.118 2.628 -0.218
O 1.594 1.024 -3.430 0.108
S -1.167 1.388 -1.249 -0.495
C 0.150 -0.707 -2.841 -0.808
C -0.317 -0.378 0.500 -1.458
C -1.127 0.715 0.378 0.305
C -0.091 0.507 -5.090 -1.468
C 1.843 -0.982 -4.708 -1.472
C 0.918 -0.810 2.547 -2.008
C -1.067 -2.161 1.909 -1.431
C -1.458 2.523 1.882 -1.312
C -3.242 0.804 1.358 -1.714
C 1.679 2.245 -1.390 -1.083
C 2.941 0.060 -1.634 -1.694
C 0.322 0.115 -1.588 1.844
C 0.855 -0.058 -4.044 1.716
C -0.463 -0.830 1.900 2.930
C -1.805 1.032 1.617 1.671
C 1.647 0.873 -1.992 1.043
H 0.441 0.856 -5.983 0.432
H -0.898 -0.202 -5.453 0.263
H -0.609 1.414 -4.640 0.302
H 2.598 -1.332 -4.106 -0.069
H 2.368 -0.427 -5.485 0.346
H 1.286 -1.815 -5.184 0.425
H 1.025 -1.578 3.302 0.453
H 1.223 0.168 2.946 0.168
H 1.701 -1.083 1.877 0.385
H -2.093 -2.271 1.458 -0.148
H -0.363 -2.936 1.527 0.269
H -1.292 -2.494 2.968 0.403
H -0.550 2.646 2.461 0.398
H -1.324 3.142 0.983 0.230
H -2.303 3.021 2.476 0.174
H -3.601 1.488 0.599 0.363
H -3.852 0.894 2.303 0.281
H -3.345 -0.195 0.971 0.507
H 1.509 2.141 -0.250 -0.231
H 2.667 2.712 -1.496 0.475
H 1.089 2.934 -1.951 0.361
H 3.856 0.437 -2.188 0.139
H 3.152 0.118 -0.549 0.410
H 2.775 -0.946 -1.746 0.602
O 2.762 -3.653 4.713 -0.658
H 1.865 -3.971 4.370 0.340
H 2.671 -2.681 4.979 0.330
O 4.812 -2.724 -2.974 -0.670
H 5.433 -2.515 -2.203 0.321
H 5.005 -2.067 -3.720 0.309
O 0.090 2.831 5.480 -0.729
H 0.925 2.452 5.907 0.307
H 0.342 3.684 4.997 0.271
O 0.587 -5.442 2.282 -0.680
H 0.958 -6.004 3.038 0.291
H -0.363 -5.186 2.517 0.388
O -2.557 3.994 5.287 -0.648
H -2.282 4.844 4.813 0.280
H -1.768 3.361 5.282 0.359
O -4.605 -1.683 3.685 -0.591
H -5.252 -2.459 3.622 0.292
H -4.784 -1.060 2.909 0.311
O -3.197 -4.980 0.989 -0.685
H -4.020 -4.418 0.813 0.290
H -2.557 -4.851 0.216 0.395
O 0.118 4.344 -4.866 -0.673
H 0.006 4.170 -5.857 0.314
H 0.974 3.898 -4.563 0.368
O -4.797 3.059 4.156 -0.638
H -3.939 3.436 4.537 0.428
H -5.572 3.572 4.556 0.290
O 2.411 -3.982 -3.227 -0.591
H 3.114 -3.323 -2.919 0.319
H 2.231 -4.628 -2.469 0.307
O 3.235 2.730 -5.020 -0.830
H 3.737 3.216 -4.288 0.383
H 2.646 2.030 -4.587 0.358
O 3.056 2.593 1.940 -0.581
H 2.655 3.422 1.521 0.286
H 2.845 2.607 2.930 0.291
O -1.497 -4.011 -0.914 -0.792
H -0.553 -4.135 -1.257 0.353
H -1.743 -3.035 -1.016 0.298
O -1.929 -5.068 3.228 -0.757
H -2.564 -4.694 3.921 0.283
H -2.441 -5.186 2.363 0.441
O 0.869 4.773 3.796 -0.625
H 1.694 4.955 3.240 0.270
H 0.207 5.519 3.632 0.296
O -6.541 1.065 1.867 -0.574
H -6.481 0.603 0.969 0.313
H -7.487 1.404 1.985 0.275
O 4.705 3.663 -3.081 -0.702
H 5.491 3.028 -3.147 0.353
H 4.967 4.535 -3.523 0.344
O -0.927 -4.670 -3.675 -0.675
H -0.561 -3.731 -3.763 0.367
H -1.498 -4.709 -2.841 0.395
O 1.534 1.455 -8.174 -0.668
H 2.110 0.631 -8.061 0.316
H 2.115 2.269 -8.020 0.330
O -0.518 0.009 5.337 -0.742
H -0.700 0.102 4.346 0.500
H -0.412 0.937 5.726 0.304



11
Properties=species:S:1:pos:R:3:mulliken_charge:R:1 method="wB97M-V/def2-TZVPD" gap_ha=0.359 homo_energy_ev=-9.35 relative_energy_kcal_mol=143.4 smiles="C#CNC=C=C" lumo_ev=0.42
C 0.305 -0.463 0.883 -0.387
C -1.476 0.685 0.037 0.367
C 0.821 -0.020 -0.231 0.189
C -1.840 1.718 -0.532 -0.705
C 1.566 0.220 -1.285 -0.691
N -1.121 -0.333 0.919 -0.205
H 0.872 -0.937 1.653 0.379
H -1.125 1.343 -1.384 0.204
H 1.683 1.224 -1.708 0.284
H 1.511 -0.484 -2.060 0.270
H -1.554 -1.320 0.850 0.295



13
Properties=species:S:1:pos:R:3:mulliken_charge:R:1 method="wB97M-V/def2-TZVPD" gap_ha="0.253 / 0.253" homo_energy_ev="-15.20 / -15.20" relative_energy_kcal_mol=220.8 lumo_ev="-8.32 / -8.32" charge=+1
C 0.366 0.087 -0.353 0.536
C 2.593 -0.741 -0.578 0.018
C 0.992 -1.025 -0.681 -0.481
C 0.598 1.128 0.306 -0.200
C -0.808 1.913 0.468 -1.051
N 3.212 0.110 -0.024 0.490
O 3.929 0.836 0.503 -0.429
H 0.531 -2.103 -0.244 0.345
H 0.723 -1.325 -1.711 0.345
H 1.486 1.439 0.886 0.391
H -0.729 2.929 0.779 0.351
H -1.541 1.404 1.001 0.369
H -1.114 1.817 -0.579 0.316